DFT (ωB97M-V with the def2-TZVPD basis set) results for a 2-piece molecular cluster, C11H10BrFO2 overall.

Geometry (Å):
C  0.8019  -1.7301  2.1472
C  0.2951  -2.9792  2.3213
C  -1.8027  -2.9650  0.9919
C  0.1720  -0.7613  1.3038
C  -0.7859  -3.5864  1.5949
C  -1.1442  -0.5899  1.0900
C  1.6128  1.9611  -2.0331
C  1.4220  3.0116  -2.7435
C  -2.2540  -1.5520  1.3370
C  -0.0189  1.2071  0.3710
C  1.7871  3.9016  -3.9286
O  0.8615  0.3246  0.8391
O  -1.2657  0.6995  0.4018
F  0.0271  2.4019  1.1398
Br  -0.7766  -5.4726  1.4632
H  1.8541  -1.4579  2.5390
H  0.7375  -3.4497  3.1849
H  -2.5111  -3.5021  0.3793
H  0.3691  1.6640  -0.7308
H  0.6256  3.4894  -2.0686
H  -2.9901  -1.3812  0.5334
H  -2.5014  -1.4945  2.3925
H  2.2153  4.7537  -3.4476
H  2.4866  3.4141  -4.6516
H  0.7831  4.0931  -4.4265

Forces on atoms 1 to 2 (eV/Å):
C 1.4 -0.2 -0.5
C 0.7 1.1 1.2

HOMO-LUMO gap ... 0.2937 Eh
DFT total energy ... -3249.27101 Eh
HOMO energy ... -0.3038 Eh
Energy above the lowest of the compared OMol25 structures with the same formula, charge and spin ... 44.7 kcal/mol


DFT (ωB97M-V with the def2-TZVPD basis set) results for C22H20B3Br10O26V as an isolated structure.

Geometry (Å):
O  5.7479  12.9018  16.5885
V  6.4170  13.0717  15.1922
O  7.0543  14.4697  15.0389
O  0.7398  18.7751  12.2601
C  1.0082  17.6515  12.5670
O  2.1963  17.0474  12.4731
B  2.0005  15.6405  12.8715
O  0.6379  15.5414  13.3978
C  0.0266  16.6842  13.2384
O  -1.1310  16.9472  13.4248
O  3.0354  15.2998  13.8276
C  3.6022  14.1556  13.5974
O  4.5100  13.6665  14.2061
C  2.9639  13.6448  12.2441
O  2.1881  14.6154  11.8221
O  3.2101  12.6442  11.6668
O  4.5618  9.7837  12.0084
C  5.3881  9.3233  12.7155
O  5.8398  8.0672  12.5923
B  7.0233  7.9051  13.4258
O  6.9746  9.0332  14.3765
C  6.1607  9.9238  13.9350
O  5.9075  10.9948  14.4673
O  8.2941  7.9129  12.6668
C  8.7312  6.6532  12.5371
O  9.6605  6.3448  11.8642
C  7.9182  5.7813  13.5208
O  7.0070  6.5698  14.0650
O  8.1112  4.6317  13.7871
O  12.4134  10.4546  9.7616
C  11.5928  11.2924  9.9957
O  10.5010  11.1485  10.7287
B  9.6460  12.3216  10.4262
O  10.4432  13.2584  9.6452
C  11.5634  12.6341  9.2732
O  12.3692  13.0408  8.4992
O  8.3964  11.9976  9.6825
C  7.3406  12.5023  10.2901
O  6.1876  12.3119  10.0318
C  7.8146  13.0619  11.6306
O  9.1200  12.9967  11.6636
O  7.1165  13.3402  12.5859
Br  0.6403  15.3384  8.6055
C  -0.7972  15.0089  9.9203
C  -1.2370  13.5395  9.8838
Br  0.2298  12.3625  10.3624
H  -1.6652  15.6446  9.7597
H  -0.4533  15.1667  10.9422
H  -1.5833  13.2888  8.8804
H  -2.0872  13.3217  10.5288
Br  -2.5475  21.5801  15.4857
C  -2.6222  20.1517  14.1222
C  -1.8392  18.9303  14.5623
Br  -2.5578  18.1662  16.1902
H  -2.1502  20.5090  13.2084
H  -3.6595  19.8894  13.9371
H  -0.7908  19.1924  14.6761
H  -1.9370  18.1204  13.8429
Br  -1.5628  13.0445  13.7447
C  -2.3129  14.8466  14.1126
C  -3.7471  14.7461  14.5343
Br  -3.8744  13.9765  16.3422
H  -2.2376  15.3474  13.1507
H  -1.6601  15.2656  14.8691
H  -4.3225  14.1767  13.8102
H  -4.1839  15.7320  14.6828
Br  -3.0746  18.1909  11.3032
C  -2.4306  20.0750  11.4691
C  -3.6398  20.9516  11.7074
Br  -3.0613  22.7634  12.1539
H  -2.0019  20.3999  10.5269
H  -1.7325  20.0571  12.2971
H  -4.3325  20.5881  12.4629
H  -4.2456  21.0449  10.8086
Br  5.7298  19.6572  11.3370
C  4.4050  18.3955  10.7030
C  4.5376  17.0390  11.3469
Br  6.0888  16.0133  10.6438
H  4.2760  18.3358  9.6227
H  3.4068  18.7558  10.9741
H  3.6149  16.4944  11.1625
H  4.6329  17.1271  12.4257

Forces on atoms 1 to 2 (eV/Å):
O 0.6 0.4 0.6
V -2.8 -1.2 -2.9

HOMO-LUMO gap ... 0.2812 Eh
DFT total energy ... -29566.05509 Eh
HOMO energy ... -0.2187 Eh
Energy above the lowest of the compared OMol25 structures with the same formula, charge and spin ... 43.7 kcal/mol
Total charge ... -2


DFT (ωB97M-V with the def2-TZVPD basis set) results for C28H31NO4PV as an isolated structure.

Geometry (Å):
V  0.8239  0.7091  0.0750
C  1.7402  3.8651  -1.4167
C  0.9084  2.8519  -2.1779
C  0.2372  3.4465  -3.3966
O  -0.0711  2.3007  -1.2035
C  1.7288  1.6206  -2.5435
O  2.0796  1.1361  -3.5550
O  1.8958  0.9096  -1.3109
H  1.1658  4.7808  -1.2818
H  2.6518  4.1037  -1.9650
H  2.0266  3.5010  -0.4305
H  -0.5022  4.1880  -3.0942
H  -0.2366  2.6790  -4.0092
H  0.9881  3.9454  -4.0076
H  -0.9138  2.1301  -1.6493
C  2.8064  1.7894  1.9843
C  1.9312  1.7941  3.2266
C  2.2057  3.0355  4.0739
C  0.4495  1.7431  2.8473
C  -0.4967  1.4844  4.0209
O  -0.8988  0.0949  3.8449
C  -0.5166  -0.3156  2.6660
N  0.1770  0.5558  1.9732
C  -0.8764  -1.6988  2.3065
C  -1.2917  -2.5059  3.3663
C  -1.6302  -3.8350  3.1547
C  -1.5658  -4.3618  1.8792
C  -1.1657  -3.5642  0.8131
C  -0.8167  -2.2346  1.0040
P  -0.4635  -1.2522  -0.4845
C  -2.0714  -0.8513  -1.1872
C  -2.6286  0.3995  -0.9204
C  -3.8945  0.7218  -1.3881
C  -4.6079  -0.2090  -2.1302
C  -4.0647  -1.4608  -2.3901
C  -2.8034  -1.7868  -1.9184
C  0.5085  -2.2642  -1.6002
C  0.3226  -2.1720  -2.9785
C  1.1299  -2.9133  -3.8284
C  2.1174  -3.7363  -3.3077
C  2.3174  -3.8128  -1.9345
C  1.5168  -3.0761  -1.0784
H  3.8659  1.7103  2.2296
H  2.6877  2.7013  1.3925
H  2.6575  0.9008  1.3389
H  2.1612  0.8976  3.8136
H  1.9184  3.9445  3.5399
H  3.2654  3.1175  4.3104
H  1.6675  3.0143  5.0211
H  0.1779  2.6621  2.3171
H  -1.4071  2.0790  4.0137
H  -0.0122  1.5469  4.9913
H  -1.3366  -2.0972  4.3647
H  -1.9412  -4.4506  3.9870
H  -1.8307  -5.3954  1.7009
H  -1.1220  -3.9928  -0.1803
H  -2.0955  1.1302  -0.3180
H  -4.3222  1.6906  -1.1679
H  -5.5929  0.0385  -2.5018
H  -4.6272  -2.1866  -2.9612
H  -2.3927  -2.7656  -2.1303
H  -0.4360  -1.5236  -3.3969
H  0.9870  -2.8454  -4.8980
H  2.7374  -4.3209  -3.9737
H  3.0960  -4.4455  -1.5312
H  1.6821  -3.1457  -0.0090

Forces on atoms 1 to 2 (eV/Å):
V -0.2 0.9 -1.0
C 0.0 0.2 0.0

HOMO-LUMO gap (alpha / beta) ... 0.2755 / 0.2938 Eh
Multiplicity ... 3
DFT total energy ... -2726.16819 Eh
HOMO energy (alpha / beta) ... -0.5393 / -0.5377 Eh
Total charge ... +2
<S²> ... 2.020


DFT (ωB97M-V with the def2-TZVPD basis set) results for a 3-piece molecular cluster, C26H54Br4FN8O4S overall.

Geometry (Å):
C  3.6803  -1.9483  3.3277
C  2.5794  -1.4578  2.1907
C  2.8841  0.1458  1.8372
C  1.8139  0.8272  0.8074
C  2.7089  1.5151  -0.3830
C  3.8642  2.5668  0.0778
C  5.1545  2.4077  -0.9316
S  6.3042  3.8695  -0.6493
O  6.5502  4.6821  -1.9767
O  5.8292  4.8449  0.4613
O  7.8299  3.1874  -0.1927
C  0.9442  -0.3404  -0.0233
N  -0.2267  -0.8831  0.6983
C  -0.8374  -2.1252  0.1767
C  -1.3543  -2.0573  -1.3849
N  -2.4626  -3.0677  -1.6547
N  -1.9178  -0.6724  -1.6964
N  -0.2009  -2.4188  -2.3170
C  -1.0627  0.0495  1.4815
N  -2.4567  -0.0080  1.6180
C  -3.2859  0.9016  2.4947
C  -4.8559  1.0768  2.0094
C  -5.7277  -0.0222  1.1611
N  -5.4993  2.2577  2.4011
N  -0.3835  1.1493  2.2802
C  0.0252  0.4912  3.5648
C  0.7137  1.8582  1.5353
C  -0.0861  2.6707  0.3040
C  -1.2917  3.6460  0.8158
C  -2.6776  3.5504  -0.1162
F  -3.0966  2.1612  -0.4053
C  1.4749  3.0576  2.3630
C  0.6476  3.7712  3.5674
C  1.5185  4.0510  4.9461
N  0.9647  3.5014  6.2731
O  2.6466  4.7688  4.9391
H  4.5730  -2.5394  2.8305
H  3.1618  -2.6357  4.1301
H  4.1291  -0.9811  3.8293
H  2.7602  -2.1467  1.2486
H  1.4856  -1.6543  2.5504
H  3.9871  0.1192  1.3787
H  2.9937  0.6616  2.8801
H  2.1005  2.0081  -1.2521
H  3.2887  0.6033  -0.8959
H  4.1649  2.5400  1.2077
H  3.4302  3.6612  -0.1176
H  5.6439  1.3584  -0.7248
H  4.7834  2.4920  -2.0588
H  7.6980  2.8710  0.7639
H  0.5523  0.1611  -1.0343
H  1.6528  -1.2205  -0.4109
H  -0.0273  -2.9983  0.2575
H  -1.7412  -2.4961  0.8611
H  -2.7739  -2.8361  -2.6461
H  -3.2664  -2.7411  -1.0560
H  -2.9571  -0.7126  -1.8045
H  -1.5267  -0.4580  -2.6621
H  0.3667  -3.1856  -1.8804
H  0.3947  -1.5800  -2.5163
H  -3.0258  -0.7485  1.1050
H  -3.3456  0.3655  3.5599
H  -2.8518  1.9624  2.6915
H  -5.7402  0.2778  0.0282
H  -5.2906  -1.1147  1.2536
H  -6.8515  -0.0699  1.5305
H  -6.4938  2.1778  2.0335
H  1.1014  0.7334  3.9514
H  -0.2144  -0.6649  3.4850
H  -0.7178  0.8975  4.4069
H  0.6602  3.3782  -0.3043
H  -0.5504  1.9505  -0.4916
H  -0.9298  4.7750  0.6703
H  -1.5871  3.5542  1.9403
H  -2.5634  4.2439  -1.0521
H  -3.5293  4.0140  0.5803
H  2.5331  2.7740  2.7858
H  1.6931  3.9131  1.5570
H  0.3112  4.8517  3.1868
H  -0.3415  3.2352  3.9015
H  1.0605  4.2269  7.0347
H  -0.0880  3.3953  6.1716
Br  -3.6124  -5.8617  -4.5845
C  -2.0999  -7.0658  -4.3269
C  -1.7427  -7.1903  -2.8640
Br  -0.7710  -5.6191  -2.2382
H  -1.2804  -6.6854  -4.9429
H  -2.4319  -8.0284  -4.7258
H  -1.0596  -8.0292  -2.7038
H  -2.6136  -7.3070  -2.2128
Br  -2.2736  -5.7279  -7.8730
C  -2.2333  -3.8548  -8.4148
C  -1.0349  -3.1424  -7.8323
Br  -1.3069  -2.7300  -5.9454
H  -3.1882  -3.4149  -8.1142
H  -2.1758  -3.8761  -9.5068
H  -0.8894  -2.1728  -8.3168
H  -0.1095  -3.7212  -7.9021

Forces on atoms 1 to 2 (eV/Å):
C -0.2 0.2 -0.2
C 0.9 -0.3 0.0

HOMO-LUMO gap ... 0.2955 Eh
DFT total energy ... -12555.51197 Eh
HOMO energy ... -0.4148 Eh
Total charge ... +1


DFT (ωB97M-V with the def2-TZVPD basis set) results for a 2-piece molecular cluster, C3H11N4 overall.

Geometry (Å):
N  2.1600  -0.0575  1.7445
C  2.5349  0.6028  0.5865
N  1.6040  0.9810  -0.3505
H  1.2833  -0.5562  1.7730
H  2.9154  -0.4533  2.2744
H  3.5846  0.7716  0.4166
H  1.9075  1.6213  -1.0584
H  0.5612  0.7739  -0.2614
C  -2.3279  0.7691  0.1247
N  -1.9245  -1.7058  -1.0400
C  -0.9011  -0.8297  -0.8023
N  -0.9988  0.3309  -0.2848
H  -2.2188  1.7575  0.5604
H  -2.7722  0.1040  0.8722
H  -3.0088  0.8667  -0.7307
H  -2.8635  -1.3483  -1.0387
H  -1.7223  -2.4670  -1.6652
H  0.0735  -1.1852  -1.1319

Forces on atoms 1 to 2 (eV/Å):
N -0.5 0.2 0.8
C 0.9 0.3 -0.3

HOMO-LUMO gap (alpha / beta) ... 0.1615 / 0.3289 Eh
Multiplicity ... 2
DFT total energy ... -339.84018 Eh
HOMO energy (alpha / beta) ... -0.1356 / -0.3038 Eh
Energy above the lowest of the compared OMol25 structures with the same formula, charge and spin ... 7.5 kcal/mol
<S²> ... 0.753


DFT (ωB97M-V with the def2-TZVPD basis set) results for a 3-piece molecular cluster, CH10N3O2 overall.

Geometry (Å):
N  -0.5748  0.9338  -0.4377
C  -1.5188  0.1356  -0.2007
N  -1.3942  -0.9082  0.7340
N  -2.8334  0.3091  -0.6596
H  0.4261  0.7844  0.0447
H  -0.7575  1.7664  -1.0000
H  -1.7664  -1.8451  0.5212
H  -1.5876  -0.6453  1.7052
H  -3.0404  -0.1296  -1.5708
H  -3.5769  0.0476  -0.0019
H  2.3712  0.0104  0.4163
H  1.6526  0.6679  1.6361
O  1.4501  0.1788  0.8233
H  3.4841  -1.3333  -0.5256
H  4.5953  -0.2933  -0.2508
O  3.6439  -0.3899  -0.3825

Forces on atoms 1 to 2 (eV/Å):
N -0.2 0.4 -0.3
C -0.5 0.7 0.4

HOMO-LUMO gap (alpha / beta) ... 0.3434 / 0.1823 Eh
Multiplicity ... 2
DFT total energy ... -358.10375 Eh
HOMO energy (alpha / beta) ... -0.6976 / -0.6974 Eh
Energy above the lowest of the compared OMol25 structures with the same formula, charge and spin ... 16.0 kcal/mol
Total charge ... +2
<S²> ... 0.761